# 1
Computed, not measured: a structure of composition C3H8N2OS2, with the ωB97M-V functional and the def2-TZVPD basis.

Net charge: 0
Frontier orbital gap: 8.3 eV
2S+1: 1

Last column: Mulliken charge in e.
Atoms and positions in Å:
S: -1.53228 -0.53815 -1.44127  -0.2443
S: 0.42631 -0.09495 2.22313  -0.1963
O: 1.82732 1.13043 -0.32412  -0.4129
N: 0.23560 -0.88200 0.53925  -0.1740
N: 0.41438 1.16774 -0.59937  0.0648
C: -0.20217 -0.04444 -0.52244  0.1829
C: -0.43407 -2.07980 0.95621  -0.6499
C: 0.38494 1.82479 -1.90903  -0.6284
H: -1.04445 -2.67336 0.05376  0.2272
H: -0.58200 2.60367 -1.97536  0.2509
H: 0.35374 0.65341 -2.61907  0.2764
H: 0.14784 -2.64715 1.69419  0.2893
H: -0.91964 0.05684 2.69186  0.1718
H: 2.06274 1.82227 0.44282  0.3463
H: 1.49589 2.62709 -2.44906  0.2511
H: -1.47920 -1.56004 1.51647  0.2452

=====

# 2
Computed, not measured: a cluster of 2 separate species, C3H8N2OS2 in total, with the ωB97M-V functional and the def2-TZVPD basis.

Net charge: 0
Frontier orbital gap: 4.1 eV
2S+1: 1

Last column: Mulliken charge in e.
Atoms and positions in Å:
S: -0.81894 1.57748 -1.68965  -0.2705
S: -2.69479 0.61961 -1.09874  -0.2184
O: 1.81561 -2.20121 1.09649  -0.6166
N: 1.71779 -0.30387 -0.86645  -0.4936
N: 1.81871 -0.47582 2.77166  -0.4591
C: 1.31618 -1.07123 1.45335  0.9475
C: 1.04275 0.05670 0.29222  -0.5188
C: -0.12426 -0.76182 0.96915  -0.6816
H: 1.28624 0.13001 3.29594  0.2064
H: -2.94953 1.50847 -0.12773  0.1776
H: 2.46340 -1.09037 3.20248  0.2509
H: -0.76464 -0.45904 1.78362  0.2279
H: 1.02878 1.04064 0.47176  0.5727
H: -0.65179 -1.21649 0.11433  0.3246
H: 1.16381 -0.03845 -1.72907  0.2688
H: 1.95499 -1.30261 -0.79364  0.2822

=====

Calculated relative energy (zero: lowest compared OMol25 entry of this formula, charge and spin) in order - 773.57 631.93 kJ/mol
Calculated energy in order - -29931.455 -29932.923 eV